Entry 1:
Density functional theory data (ωB97M-V with the def2-TZVPD basis set) for a structure of composition C30H44AuN2O6P2 in a non-equilibrium geometry.

Geometry as XYZ:
```
85
C30H44AuN2O6P2 | OMol25 | ωB97M-V with the def2-TZVPD basis set
Au 4.126 0.709 -0.708
C -1.162 2.990 -0.407
C -0.728 2.798 -1.750
C -2.732 1.691 -1.496
C -2.431 2.347 -0.256
C -1.658 1.939 -2.400
C -0.447 3.733 0.639
H 0.553 4.012 0.295
H -0.321 3.103 1.530
H -0.977 4.655 0.931
C -3.205 2.269 0.991
H -2.846 3.013 1.715
H -3.138 1.276 1.478
H -4.272 2.464 0.807
C -3.873 0.807 -1.754
H -4.783 1.141 -1.231
H -3.669 -0.223 -1.410
H -4.105 0.746 -2.827
C -1.570 1.454 -3.786
H -2.269 1.963 -4.471
H -1.769 0.375 -3.817
H -0.557 1.597 -4.172
C 0.418 3.473 -2.378
H 0.106 4.441 -2.786
H 0.833 2.884 -3.201
H 1.223 3.643 -1.656
C 5.246 -0.841 1.186
C 5.690 0.366 0.578
C 6.819 0.364 -0.463
C 6.481 -0.587 -1.657
C 4.979 -0.873 -1.752
C 4.290 -2.026 -1.190
C 5.001 -2.936 -0.263
C 5.776 -2.199 0.863
H 7.777 0.155 0.031
H 7.097 -1.485 -1.686
H 6.838 1.375 -0.925
H 6.869 -2.189 0.627
H 4.707 -0.771 2.144
H 5.687 1.208 1.278
H 5.641 -2.790 1.796
H 4.275 -3.640 0.172
H 3.794 -2.546 -2.033
H 5.726 -3.527 -0.861
H 6.753 -0.073 -2.596
H 4.532 -0.718 -2.747
P 0.888 0.313 1.081
C 0.350 -0.320 2.740
C 2.286 1.244 1.871
P 1.726 -1.941 -1.083
C 1.864 -1.197 0.627
C 1.682 -1.293 -2.834
C 0.033 -2.513 -0.862
H -0.638 -0.882 2.636
H 0.166 0.537 3.407
H 1.125 -0.980 3.159
H 3.259 0.742 1.780
H 2.034 1.416 2.919
H 2.338 2.215 1.368
H 0.202 -3.469 -0.324
H -0.473 -2.709 -1.822
H -0.652 -1.866 -0.249
H 1.449 -2.013 1.276
H 2.956 -1.068 0.850
H 0.688 -1.400 -3.280
H 2.318 -2.029 -3.368
H 2.105 -0.306 -3.057
O -2.057 -1.462 2.531
C -2.712 -1.338 1.454
O -2.282 -1.205 0.276
C -4.202 -1.281 1.652
C -4.734 -0.986 2.918
C -6.115 -0.796 3.098
C -7.003 -0.913 2.011
C -6.466 -1.227 0.751
C -5.086 -1.471 0.577
N -7.307 -1.078 -0.419
O -8.524 -0.859 -0.248
O -6.761 -1.156 -1.546
N -6.635 -0.402 4.384
O -5.829 -0.259 5.334
O -7.867 -0.213 4.487
H -4.071 -0.898 3.785
H -8.061 -0.723 2.134
H -4.722 -1.783 -0.398
```

## Properties
E_LUMO (spin up / spin down) in eV: -6.3 / -6.6
Charge: +1
<S²>: 2.269
HOMO level (spin up / spin down) in eV: -8.80 / -8.69
Multiplicity: 3



Entry 2:
Density functional theory data (ωB97M-V with the def2-TZVPD basis set) for a cluster of 7 separate species, C30H44BF18NO13 in total in a non-equilibrium geometry.

Geometry as XYZ:
```
107
C30H44BF18NO13 | OMol25 | ωB97M-V with the def2-TZVPD basis set
C 2.530 -3.607 -2.080
C 1.600 -3.247 -3.217
O 0.218 -3.318 -2.809
C -0.244 -2.280 -2.135
O 0.356 -1.293 -1.831
C -1.731 -2.497 -1.814
F -1.964 -3.725 -1.346
F -2.476 -2.335 -2.917
F -2.156 -1.627 -0.905
H 2.279 -4.589 -1.679
H 3.562 -3.624 -2.431
H 2.456 -2.887 -1.266
H 1.696 -3.962 -4.031
H 1.815 -2.257 -3.617
C -6.262 -4.701 -1.921
C -5.291 -4.627 -3.079
O -5.591 -5.618 -4.083
C -6.570 -5.318 -4.921
O -7.223 -4.319 -4.933
C -6.736 -6.454 -5.946
F -6.730 -7.650 -5.351
F -5.729 -6.424 -6.827
F -7.875 -6.325 -6.610
H -6.278 -5.706 -1.500
H -5.970 -4.000 -1.141
H -7.277 -4.461 -2.237
H -4.281 -4.852 -2.743
H -5.275 -3.636 -3.531
C -6.428 -8.594 3.589
C -5.602 -8.549 2.322
O -5.491 -7.202 1.815
C -4.589 -6.433 2.402
O -3.859 -6.732 3.298
C -4.574 -5.056 1.720
F -5.812 -4.582 1.536
F -3.987 -5.131 0.518
F -3.906 -4.163 2.439
H -7.407 -8.145 3.421
H -6.566 -9.626 3.909
H -5.944 -8.045 4.395
H -6.086 -9.114 1.529
H -4.609 -8.969 2.472
C -5.053 -0.815 1.146
C -5.968 -0.465 -0.007
O -7.355 -0.550 0.376
C -7.839 0.487 1.040
O -7.250 1.479 1.350
C -9.331 0.257 1.337
F -9.549 -0.975 1.803
F -10.047 0.410 0.218
F -9.770 1.126 2.236
H -5.304 -1.798 1.546
H -4.015 -0.825 0.817
H -5.149 -0.096 1.959
H -5.848 -1.180 -0.819
H -5.753 0.525 -0.406
C 5.731 3.524 -1.002
C 6.617 2.651 -1.858
O 6.775 3.175 -3.199
C 7.633 4.173 -3.311
O 8.244 4.678 -2.417
C 7.767 4.591 -4.785
F 6.572 4.695 -5.371
F 8.481 3.679 -5.455
F 8.384 5.761 -4.887
H 4.759 3.671 -1.476
H 5.582 3.058 -0.023
H 6.179 4.509 -0.857
H 6.179 1.664 -1.986
H 7.599 2.522 -1.404
C 9.775 5.412 1.053
C 9.001 6.638 1.481
O 7.661 6.290 1.891
C 7.522 5.808 3.114
O 8.383 5.636 3.923
C 6.032 5.523 3.382
F 5.466 4.880 2.357
F 5.371 6.673 3.564
F 5.883 4.781 4.471
H 9.225 4.880 0.276
H 10.751 5.696 0.662
H 9.924 4.727 1.887
H 8.874 7.320 0.643
H 9.507 7.182 2.278
B 0.998 4.407 4.906
C 1.088 3.189 3.924
C 2.437 3.192 3.138
N 2.208 3.406 1.706
C 2.425 4.793 1.254
C 1.087 5.448 0.899
C 2.906 2.462 0.893
C 2.098 1.836 -0.220
O 4.079 2.173 1.055
H 0.495 5.441 4.590
H 1.470 4.305 5.999
H 0.287 3.279 3.192
H 0.929 2.249 4.449
H 2.908 2.232 3.319
H 3.116 3.941 3.550
H 2.945 5.366 2.019
H 3.023 4.803 0.341
H 0.422 5.402 1.759
H 1.208 6.465 0.537
H 0.623 4.825 0.136
H 1.073 2.195 -0.155
H 2.062 0.757 -0.112
H 2.475 2.138 -1.194
```

## Properties
E_LUMO in eV: 0.3
HOMO level in eV: -9.10
SMILES: CCOC(=O)C(F)(F)F.CCOC(=O)C(F)(F)F.CCOC(=O)C(F)(F)F.CCOC(=O)C(F)(F)F.CCOC(=O)C(F)(F)F.CCOC(=O)C(F)(F)F.BCCN(CC)C(C)=O



Entry 3:
Density functional theory data (ωB97M-V with the def2-TZVPD basis set) for a structure of composition C30H44BF2N2O10ReS3Si3.

Geometry as XYZ:
```
96
C30H44BF2N2O10ReS3Si3 | OMol25 | ωB97M-V with the def2-TZVPD basis set
Re -0.070 0.003 0.004
C 2.285 0.908 3.433
Si 2.215 1.747 1.754
C 2.905 3.470 2.138
C 3.497 0.943 0.648
C 0.446 1.837 1.037
Si -0.763 2.232 2.452
C -2.470 2.702 1.777
C -0.912 0.880 3.757
C -0.243 3.746 3.468
Si 0.379 3.172 -0.259
C -0.245 4.880 0.220
C 1.934 3.541 -1.249
C -0.820 2.504 -1.573
C -1.397 3.265 -2.585
C -2.076 2.647 -3.621
C -2.155 1.266 -3.641
C -1.592 0.552 -2.600
N -0.961 1.163 -1.592
H 3.308 1.047 3.801
H 2.081 -0.160 3.416
H 1.610 1.373 4.152
H 3.895 3.321 2.580
H 2.300 4.013 2.866
H 3.042 4.111 1.265
H 4.340 0.672 1.293
H 3.862 1.654 -0.097
H 3.177 0.053 0.113
H -2.593 2.488 0.712
H -2.663 3.766 1.934
H -3.241 2.133 2.296
H -0.392 -0.040 3.493
H -1.961 0.629 3.907
H -0.499 1.242 4.702
H 0.014 4.628 2.880
H 0.591 3.527 4.138
H -1.105 4.005 4.091
H 0.409 5.334 0.968
H -1.266 4.897 0.597
H -0.192 5.515 -0.670
H 2.600 4.231 -0.728
H 1.623 4.035 -2.176
H 2.479 2.637 -1.511
H -1.292 4.343 -2.555
H -2.525 3.236 -4.412
H -2.649 0.732 -4.440
H -1.627 -0.526 -2.565
O -2.121 -2.114 0.705
S -1.414 -2.877 -0.384
O -2.306 -3.574 -1.250
O -0.465 -1.947 -1.038
C -0.508 -4.079 0.574
C -1.110 -5.327 0.619
C -0.598 -6.335 1.427
C 0.517 -6.089 2.200
C 1.130 -4.843 2.154
C 0.639 -3.834 1.342
S 1.609 -2.332 1.320
O 2.136 -2.210 -0.010
O 2.541 -2.419 2.406
O 0.568 -1.243 1.569
H -1.989 -5.499 0.015
H -1.084 -7.302 1.450
H 0.921 -6.863 2.840
H 2.010 -4.639 2.747
F -3.086 -0.334 -0.558
B -2.216 -0.527 0.515
F -2.785 -0.100 1.686
C 6.432 -1.858 0.982
C 6.131 -1.568 -0.460
C 5.018 -2.150 -1.067
C 4.697 -1.874 -2.381
C 5.504 -1.010 -3.112
C 6.609 -0.414 -2.529
C 6.916 -0.698 -1.205
S 5.130 -0.703 -4.815
O 5.932 0.417 -5.227
O 5.194 -1.950 -5.520
N 3.575 -0.223 -4.842
C 3.261 1.051 -4.178
C 1.785 1.045 -3.788
C 1.518 -0.043 -2.750
O 1.430 -1.203 -3.159
O 1.458 0.338 -1.523
H 6.378 -2.928 1.186
H 5.698 -1.375 1.631
H 7.424 -1.503 1.262
H 4.371 -2.796 -0.493
H 3.806 -2.314 -2.815
H 7.215 0.268 -3.110
H 7.778 -0.229 -0.744
H 2.933 -0.961 -4.544
H 3.476 1.869 -4.866
H 3.880 1.195 -3.283
H 1.183 0.828 -4.672
H 1.514 2.030 -3.409
```

## Properties
E_LUMO (spin up / spin down) in eV: 2.3 / 2.1
Charge: -1
<S²>: 3.771
HOMO level (spin up / spin down) in eV: -5.44 / -6.09
Energy relative to the best compared isomer or geometry (same formula, charge and spin) in kJ/mol: 200.5
Multiplicity: 4



Entry 4:
Density functional theory data (ωB97M-V with the def2-TZVPD basis set) for a structure of composition C30H44Br2N2P2Re in a non-equilibrium geometry.

Geometry as XYZ:
```
81
C30H44Br2N2P2Re | OMol25 | ωB97M-V with the def2-TZVPD basis set
N -7.122 5.514 -6.744
C -6.892 6.102 -5.569
C -6.073 5.517 -4.588
C -5.446 4.274 -4.859
C -5.717 3.677 -6.113
C -6.564 4.334 -7.023
C -4.557 3.630 -3.900
Re -0.175 0.095 -0.107
P 5.845 -0.873 -1.107
C -3.692 2.624 -4.231
C -2.828 2.018 -3.266
C -1.595 1.471 -3.690
C -0.587 1.211 -2.775
C -0.871 1.436 -1.389
C -2.169 1.830 -0.939
C -3.136 2.123 -1.897
Br 1.938 -0.470 1.059
H -4.561 4.041 -2.882
H -3.549 2.321 -5.274
H -5.931 6.030 -3.636
H -5.309 2.698 -6.382
H -7.374 7.069 -5.379
H -6.786 3.895 -7.998
H -1.420 1.358 -4.764
H -4.112 2.506 -1.584
H 0.391 0.840 -3.065
H -2.430 1.919 0.118
P -0.561 -1.847 -0.931
C 5.303 0.855 -0.854
C 6.400 1.833 -1.288
H 5.087 0.972 0.215
H 4.371 1.001 -1.416
H 6.196 2.830 -0.885
H 7.381 1.517 -0.914
H 6.469 1.920 -2.376
C 5.106 -1.307 -2.726
C 5.850 -2.463 -3.395
H 5.164 -0.404 -3.347
H 4.048 -1.551 -2.555
H 5.559 -2.536 -4.446
H 6.936 -2.320 -3.361
H 5.622 -3.421 -2.917
C 4.870 -1.862 0.081
C 5.602 -2.034 1.413
H 4.711 -2.844 -0.388
H 3.882 -1.381 0.222
H 5.045 -2.727 2.054
H 6.601 -2.456 1.243
H 5.720 -1.089 1.958
C -0.399 -3.315 0.204
C -1.556 -4.317 0.178
H -0.217 -2.938 1.221
H 0.534 -3.814 -0.090
H -2.496 -3.904 0.561
H -1.733 -4.709 -0.830
H -1.294 -5.174 0.812
C 0.586 -2.421 -2.271
C 0.034 -2.331 -3.691
H 0.857 -3.457 -2.022
H 1.502 -1.820 -2.154
H -0.749 -3.078 -3.863
H -0.375 -1.343 -3.925
H 0.838 -2.533 -4.409
C -2.226 -2.038 -1.703
C -3.387 -1.686 -0.771
H -2.293 -3.076 -2.058
H -2.239 -1.385 -2.589
H -4.077 -1.005 -1.293
H -3.949 -2.587 -0.492
H -3.069 -1.173 0.151
Br -2.393 -1.374 5.139
C -1.794 -0.056 3.906
C -1.924 1.292 4.239
C -1.460 2.246 3.336
C -0.879 1.836 2.131
N -0.867 0.528 1.794
C -1.266 -0.441 2.675
H -2.360 1.553 5.192
H -1.515 3.306 3.542
H -0.447 2.522 1.394
H -1.149 -1.470 2.338
```

## Properties
E_LUMO (spin up / spin down) in eV: -11.9 / -13.2
Charge: +4
<S²>: 3.779
HOMO level (spin up / spin down) in eV: -18.62 / -18.71
Energy relative to the best compared isomer or geometry (same formula, charge and spin) in kJ/mol: 0.0
Multiplicity: 4



Entry 5:
Density functional theory data (ωB97M-V with the def2-TZVPD basis set) for a cluster of 5 separate species, C30H44BrF5N2O12P in total in a non-equilibrium geometry.

Geometry as XYZ:
```
95
C30H44BrF5N2O12P | OMol25 | ωB97M-V with the def2-TZVPD basis set
C 2.267 -4.003 -3.128
C 2.836 -3.037 -4.233
C 1.823 -1.841 -4.532
Br 0.696 -2.489 -6.037
C 2.664 -0.627 -4.957
C 3.855 -0.750 -5.739
C 4.641 0.393 -6.134
N 4.293 1.607 -5.743
N 3.208 1.702 -5.023
P 2.799 3.414 -4.520
C 3.062 3.609 -2.672
C 4.137 4.513 -5.254
C 2.338 0.764 -4.596
C 1.061 1.061 -3.779
C -0.068 1.798 -4.624
C -1.331 0.913 -4.864
C -2.276 0.811 -3.637
F -2.377 -0.532 -3.300
F -1.841 1.481 -2.525
C -3.746 1.300 -3.924
F -4.625 0.842 -2.991
F -3.837 2.648 -3.861
F -4.207 0.848 -5.109
H 1.442 -4.638 -3.521
H 3.092 -4.672 -2.799
H 1.926 -3.414 -2.247
H 3.078 -3.591 -5.171
H 3.798 -2.603 -3.856
H 1.247 -1.705 -3.599
H 4.197 -1.748 -6.072
H 5.528 0.208 -6.767
H 3.484 2.687 -2.179
H 2.042 3.730 -2.224
H 3.622 4.531 -2.409
H 5.109 4.007 -5.040
H 4.133 5.476 -4.706
H 4.057 4.599 -6.354
H 0.607 0.095 -3.455
H 1.286 1.601 -2.830
H 0.365 2.222 -5.554
H -0.371 2.681 -4.008
H -1.013 -0.098 -5.218
H -1.915 1.369 -5.701
C -3.680 -1.578 -1.079
C -4.443 -1.493 0.220
C -4.261 -0.199 0.961
O -4.532 -0.591 2.309
C -4.192 -1.908 2.405
O -4.101 -2.507 3.428
O -3.952 -2.440 1.176
H -3.714 -2.594 -1.474
H -4.099 -0.903 -1.816
H -2.627 -1.329 -0.936
H -5.502 -1.712 0.048
H -4.951 0.578 0.633
H -3.238 0.187 0.916
C 2.442 -1.443 0.094
C 3.744 -0.689 0.197
C 3.768 0.355 1.276
O 4.764 1.258 0.786
C 4.749 1.164 -0.566
O 5.318 1.917 -1.295
O 3.989 0.108 -0.975
H 2.429 -2.054 -0.808
H 2.299 -2.091 0.959
H 1.593 -0.759 0.026
H 4.576 -1.392 0.299
H 4.048 -0.046 2.248
H 2.826 0.903 1.372
C -2.795 -3.220 5.807
C -1.477 -3.228 6.543
C -1.407 -2.272 7.698
O 0.003 -2.035 7.799
C 0.514 -2.200 6.550
O 1.620 -1.895 6.228
O -0.410 -2.748 5.713
H -2.719 -3.797 4.888
H -3.589 -3.645 6.423
H -3.080 -2.208 5.521
H -1.226 -4.248 6.850
H -1.800 -2.694 8.622
H -1.901 -1.317 7.502
C -2.413 1.967 5.178
C -3.124 2.046 6.508
C -2.930 3.346 7.238
O -3.146 2.956 8.595
C -2.789 1.645 8.686
O -2.662 1.050 9.706
O -2.586 1.109 7.447
H -2.449 0.949 4.786
H -2.873 2.639 4.452
H -1.357 2.230 5.279
H -4.186 1.812 6.376
H -3.641 4.113 6.934
H -1.915 3.743 7.153
```

## Properties
E_LUMO in eV: -4.5
Charge: +1
HOMO level in eV: -11.92



These records have M values of 787.6; 979.5; 1008.2; 840.7; 830.6 g mol⁻¹, in the order they appear.